{"formula": "C7H12F3InO3", "method": "ωB97M-V with the def2-TZVPD basis set", "species": ["In", "C", "O", "O", "C", "F", "F", "F", "C", "C", "H", "H", "H", "H", "H", "H", "C", "C", "O", "C", "H", "H", "H", "H", "H", "H"], "coordinates": [[16.77877, 24.78769, -0.72048], [12.70758, 23.49407, 3.23466], [11.75082, 24.45209, 3.00200], [13.84718, 24.03009, 2.67662], [12.72060, 22.92265, 4.74861], [12.27501, 23.77477, 5.68746], [12.07290, 21.87622, 4.93184], [14.01689, 22.68207, 5.21528], [10.38604, 24.09185, 2.99899], [9.61245, 25.36281, 2.80154], [8.58224, 25.22118, 3.12821], [10.02241, 26.29800, 3.18293], [9.49594, 25.57101, 1.73797], [10.13335, 23.72442, 3.99360], [10.01113, 23.37198, 2.27146], [12.49955, 22.62307, 2.61321], [21.21384, 20.97997, -4.02131], [20.49048, 22.27330, -4.10696], [19.56802, 22.62624, -3.31928], [20.98888, 23.28744, -5.08494], [20.77674, 20.28401, -3.30530], [22.27729, 21.13194, -3.83672], [21.01294, 20.44908, -4.95184], [21.99374, 23.00620, -5.39999], [21.00720, 24.33437, -4.78205], [20.23491, 23.26330, -5.87172]], "forces_ev_per_a": [[0.2, 0.0, -0.2], [2.5, 5.4, -1.9], [0.5, -1.8, 0.5], [-2.3, -2.9, 2.0], [3.9, 1.7, 5.1], [-0.4, 1.1, -1.8], [-2.1, -3.2, -1.3], [-1.3, 0.4, -2.4], [-1.8, 1.3, 0.9], [-0.8, 0.7, -1.3], [0.1, 0.1, 0.3], [0.2, -0.5, 0.6], [0.1, -0.1, -0.2], [0.2, -0.5, 0.4], [0.8, -0.4, -0.3], [0.2, -1.3, -0.7], [-1.0, -1.0, 0.0], [-1.8, 2.4, 3.2], [1.9, -1.4, -1.9], [0.2, -0.1, -0.5], [0.1, 0.5, 0.4], [-0.1, 0.0, -0.3], [0.6, 0.2, -0.5], [-0.2, 0.0, -0.5], [-0.2, -0.3, 0.6], [0.3, -0.1, -0.6]], "de_lowest_kj_mol": 231.6, "e_tot_ha": -988.4784, "homo_ev": -14.35, "charge": 2, "homo_lumo_gap_ev": 1.482}

{"formula": "C30H42O10", "method": "ωB97M-V with the def2-TZVPD basis set", "species": ["O", "C", "O", "C", "C", "C", "C", "C", "C", "C", "C", "C", "C", "O", "C", "C", "C", "C", "C", "C", "C", "O", "H", "H", "H", "H", "H", "H", "H", "H", "H", "H", "H", "H", "H", "H", "C", "O", "C", "C", "O", "C", "C", "O", "C", "H", "H", "H", "H", "H", "H", "H", "H", "H", "H", "H", "H", "H", "H", "C", "O", "C", "C", "O", "C", "C", "O", "C", "H", "H", "H", "H", "H", "H", "H", "H", "H", "H", "H", "H", "H", "H"], "coordinates": [[-0.18928, -2.46712, 4.68085], [-1.25117, -2.55764, 3.84167], [-1.97565, -3.84570, 3.78156], [-1.59047, -1.22757, 2.93859], [-0.25466, -0.78569, 2.06922], [-0.67692, -0.53084, 0.50575], [0.47522, -0.92429, -0.59684], [1.47584, 0.17753, -1.33272], [2.60846, -0.23943, -2.48707], [2.80072, -1.83094, -2.94672], [1.80398, -2.91200, -2.20848], [0.65967, -2.49220, -1.06345], [-0.30731, -3.71074, -0.44907], [-0.62854, -3.81279, 0.85142], [-0.80099, -4.82762, -1.59192], [-2.32781, -5.42494, -1.60298], [-2.73579, -6.47808, -2.79134], [-1.61015, -6.89402, -3.94834], [-0.07131, -6.30946, -3.92057], [0.34790, -5.25150, -2.73064], [1.85375, -4.53736, -2.59920], [3.01008, -5.18922, -2.74573], [-1.22557, -4.53637, 3.74160], [-1.87829, -0.36872, 3.69240], [-2.50285, -1.35837, 2.21098], [0.60995, -1.57610, 2.08729], [0.09868, 0.24832, 2.50465], [-1.65429, -1.13099, 0.21245], [-0.95622, 0.61493, 0.35857], [1.33884, 1.32527, -1.03484], [3.29137, 0.56594, -3.02747], [3.55606, -2.19905, -3.76119], [-3.05197, -5.04970, -0.74342], [-3.83766, -6.87821, -2.80590], [-1.95123, -7.64981, -4.80076], [0.74722, -6.61762, -4.72007], [-0.72007, -0.03559, 6.65766], [-2.02779, 0.28287, 7.10070], [-2.46975, -0.53582, 8.18323], [-3.30573, 0.28371, 9.17214], [-2.55195, 1.21064, 9.96431], [-1.98405, 2.33380, 9.27540], [-3.01052, 3.35041, 8.76277], [-3.72942, 2.82666, 7.64656], [-5.10212, 3.18298, 7.65222], [-0.73924, -0.94620, 6.05418], [-0.36068, 0.79372, 6.04126], [-0.03035, -0.14948, 7.50031], [-1.62269, -0.98690, 8.71357], [-3.08503, -1.33399, 7.75826], [-3.75199, -0.41556, 9.88822], [-4.14174, 0.78231, 8.68023], [-1.30605, 2.00437, 8.48669], [-1.35776, 2.84223, 10.01726], [-2.49175, 4.25181, 8.42054], [-3.68654, 3.62362, 9.58041], [-5.55446, 3.00615, 8.63234], [-5.61944, 2.55435, 6.92384], [-5.21691, 4.23347, 7.36426], [5.64608, 3.08235, -8.76854], [4.31025, 2.72038, -8.46458], [4.21702, 1.58283, -7.60742], [3.05572, 1.74537, -6.62080], [3.28330, 2.71189, -5.58690], [3.33522, 4.08756, -5.99118], [1.99483, 4.66241, -6.46322], [1.63834, 4.13504, -7.74066], [0.25043, 3.87194, -7.86621], [6.06032, 2.39866, -9.51334], [5.63628, 4.09577, -9.18052], [6.27073, 3.09277, -7.86941], [5.14717, 1.42797, -7.04790], [4.03794, 0.71024, -8.24206], [2.92528, 0.78910, -6.10176], [2.11258, 1.93867, -7.13328], [4.12912, 4.24874, -6.72195], [3.63491, 4.64190, -5.09453], [2.08202, 5.74824, -6.57334], [1.22590, 4.44632, -5.71341], [-0.12871, 3.31816, -7.00243], [0.10056, 3.25441, -8.75477], [-0.29892, 4.81183, -7.98643]], "forces_ev_per_a": [[-6.5, -0.9, -5.4], [4.9, -0.5, 3.7], [3.1, 2.5, -0.7], [-0.4, -0.4, 0.2], [-0.2, 0.3, -0.3], [-0.1, 0.5, -1.0], [2.7, -1.4, -2.6], [0.3, -3.1, -1.1], [-2.2, -3.1, 1.5], [-3.6, 1.1, 3.6], [-0.5, 2.1, 0.5], [1.6, 2.0, -1.3], [-0.6, -0.5, 3.7], [1.7, 0.8, -8.0], [-0.3, -1.4, -2.0], [3.3, -0.9, -2.7], [3.9, 2.0, 0.3], [0.7, 2.2, 2.8], [-2.5, 1.3, 3.1], [-3.2, -1.1, 0.0], [3.6, -1.7, -0.2], [-7.2, 4.0, 0.6], [-1.5, 1.6, 0.4], [0.7, -1.9, -1.4], [1.8, -0.1, 1.6], [-1.9, 1.6, 0.3], [-0.4, -2.2, -0.8], [2.1, 1.1, 0.7], [0.7, -2.4, 0.2], [0.4, -2.9, -0.8], [-1.8, -1.8, 1.4], [-1.6, 0.9, 1.8], [1.6, -1.0, -2.1], [2.5, 0.8, -0.1], [0.9, 1.9, 2.1], [-2.1, 0.7, 1.9], [-0.2, 0.0, -0.2], [0.2, 0.0, 0.5], [-0.3, 0.6, -0.2], [0.2, -0.2, 0.1], [0.0, 0.1, -0.5], [-0.1, 0.1, 0.2], [0.3, -0.5, -0.4], [-0.4, 0.0, 0.4], [0.4, 0.0, -0.2], [0.3, 0.1, 0.2], [-0.1, -0.1, 0.0], [0.0, -0.1, 0.0], [0.0, 0.1, 0.0], [-0.1, -0.2, 0.2], [0.2, 0.1, 0.0], [0.2, 0.0, -0.2], [-0.3, 0.0, -0.2], [-0.2, -0.1, 0.1], [0.1, 0.1, 0.2], [0.0, -0.1, 0.0], [0.0, 0.1, 0.1], [0.1, 0.1, 0.0], [-0.2, 0.0, 0.1], [-0.4, 0.1, -0.1], [0.4, 0.0, 0.4], [-0.5, 0.4, -0.1], [0.2, -0.1, 0.1], [0.0, 0.1, -0.4], [-0.2, 0.0, 0.2], [0.5, -0.2, -0.4], [-0.3, -0.3, 0.4], [0.3, 0.2, -0.2], [0.2, 0.0, 0.0], [-0.1, -0.2, 0.0], [0.0, -0.1, 0.0], [0.0, 0.1, 0.0], [0.0, -0.2, 0.2], [0.1, 0.1, 0.1], [0.2, 0.1, -0.2], [-0.2, 0.0, -0.2], [-0.1, -0.1, 0.0], [0.1, 0.1, 0.3], [0.0, -0.1, 0.0], [-0.1, 0.1, 0.1], [0.1, 0.1, 0.0], [-0.2, -0.1, 0.1]], "e_tot_ha": -1919.8526, "smiles": "O=C(O)CCCc1cccc2c1C(=O)c1ccccc1C2=O.COCCOCCOC.COCCOCCOC", "homo_ev": -8.86, "homo_lumo_gap_ev": 7.187}

{"formula": "C8H20AuBeClO", "method": "ωB97M-V with the def2-TZVPD basis set", "species": ["Au", "Cl", "C", "C", "H", "H", "H", "H", "H", "H", "Be", "C", "C", "H", "H", "H", "H", "H", "C", "C", "C", "C", "O", "H", "H", "H", "H", "H", "H", "H", "H", "H"], "coordinates": [[0.46751, 0.46480, -3.90823], [1.57390, 0.64036, -1.65917], [-0.59849, 0.06171, -5.58032], [2.14454, -0.42060, -4.89895], [-0.08790, -0.68432, -6.19040], [-1.52804, -0.33447, -5.15821], [-0.79063, 0.98437, -6.13117], [1.82783, -1.02808, -5.74829], [2.56980, -1.02239, -4.08879], [2.84024, 0.37009, -5.19625], [-0.17723, 0.36960, -0.33152], [-1.65804, 1.27769, -0.57424], [-0.23875, -1.14155, 0.61356], [-2.05181, 1.26072, -1.61121], [-2.52281, 1.28302, 0.09701], [-1.19266, 2.26885, -0.43443], [0.72272, -1.70245, 0.42012], [-1.13867, -1.77299, 0.77390], [1.27115, -0.82428, 3.88258], [0.02002, -0.07051, 3.66589], [-1.26804, -0.75866, 3.80448], [0.00279, 1.39390, 3.66522], [-0.10840, -0.02401, 1.23192], [1.50225, -0.95230, 4.97131], [2.18721, -0.37463, 3.45094], [1.15042, -1.85932, 3.52130], [-1.60511, -0.89310, 4.85327], [-2.02436, -0.18036, 3.28152], [-1.19871, -1.75005, 3.36863], [0.85735, 1.89026, 3.17371], [-0.93553, 1.73889, 3.20464], [-0.01576, 1.79122, 4.70559]], "forces_ev_per_a": [[0.3, 0.0, 1.0], [-0.3, 0.4, -0.2], [-0.8, 0.3, 0.1], [1.0, -0.4, 0.1], [-0.2, 0.1, 0.0], [-0.2, 0.0, -0.5], [-0.1, -0.1, -0.2], [0.1, 0.1, 0.1], [0.1, 0.0, -0.3], [0.0, -0.1, 0.0], [-1.4, -1.3, 1.1], [0.2, 1.0, -1.3], [0.4, -4.1, -3.3], [0.0, 0.2, 0.2], [0.2, -0.5, 0.2], [-0.3, 0.5, -0.2], [-0.6, -0.4, 0.4], [0.3, 0.0, 0.1], [0.1, -0.3, 0.4], [0.6, 0.1, -0.3], [0.2, 0.0, 0.1], [-0.2, 0.6, 0.3], [1.1, 4.2, 2.4], [0.0, 0.1, 0.0], [-0.6, -0.1, -0.1], [0.2, 0.3, -0.2], [-0.1, 0.0, 0.2], [-0.3, -0.1, -0.1], [-0.2, -0.3, -0.3], [-0.2, -0.4, 0.0], [0.4, 0.1, -0.1], [0.0, 0.2, 0.1]], "e_tot_ha": -1002.4997, "homo_ev": [1.99, 2.10], "s2": 2.02, "charge": -2, "homo_lumo_gap_ev": [3.854, 3.568], "multiplicity": 3}

{"formula": "C2H7NS2", "method": "ωB97M-V with the def2-TZVPD basis set", "species": ["C", "C", "N", "S", "S", "H", "H", "H", "H", "H", "H", "H"], "coordinates": [[0.38432, 1.17458, -1.04041], [0.00240, -0.05356, -0.34697], [0.84791, -0.35649, 0.71034], [-1.03800, -1.29695, -0.93010], [1.25618, -1.95014, 1.21327], [0.28256, 2.03559, -0.43275], [-0.35687, 1.38752, -1.79388], [1.42843, 1.19732, -1.13115], [-2.36766, 0.00930, 0.91609], [1.54792, 0.36391, 0.88516], [0.50891, -2.34163, 0.21061], [-2.49608, -0.16945, 1.73978]], "forces_ev_per_a": [[-2.1, 0.7, 0.6], [0.5, -3.9, 1.0], [-0.5, 1.3, -1.0], [1.1, 2.0, 0.3], [0.4, 0.9, 0.9], [-0.5, 1.0, 1.4], [0.7, -0.2, -1.1], [1.4, -0.3, -1.6], [-0.5, -0.6, 2.9], [-0.1, -0.5, 0.1], [-0.7, -1.1, -0.9], [0.4, 0.7, -2.6]], "de_lowest_kj_mol": 228.2, "e_tot_ha": -931.4367, "homo_ev": -8.61, "homo_lumo_gap_ev": 8.746}